Record 1
Computed, not measured: a 2-piece molecular cluster, C2H9NO overall at a distorted geometry, with ωB97M-V/def2-TZVPD.

Positions of all 13 atoms, in Å:
O: 1.03 -1.46 1.77
H: 0.59 -2.00 2.42
C: -1.34 0.19 -0.66
C: 0.05 0.71 -0.98
N: 0.95 0.31 0.13
H: -2.06 0.61 -1.37
H: -1.65 0.46 0.35
H: -1.47 -0.90 -0.76
H: -0.05 1.80 -0.87
H: 0.47 0.30 -1.90
H: 0.93 -1.43 0.77
H: 1.90 0.69 0.08
H: 0.67 0.72 1.02

The expectation value of S² is 0.7504. The charge is -1. The total energy is -211.500820 Eh. As for the gap between HOMO and LUMO (alpha / beta): 2.902 / 9.578 eV. For the relative energy (zero: lowest compared OMol25 entry of this formula, charge and spin), the calculation gives 0.636 eV. As for the spin multiplicity: 2.

Mulliken population analysis, charges in e, atoms 1 to 4: atom 1 (O): -0.544, atom 2 (H): 0.359, atom 3 (C): -2.408, atom 4 (C): -2.827



Record 2
Computed, not measured: a 4-piece molecular cluster, C2H9NO overall at a distorted geometry, with ωB97M-V/def2-TZVPD.

Positions of all 13 atoms, in Å:
N: -1.39 -1.41 -1.19
H: -1.37 -1.71 -2.13
H: -2.63 7.37 -2.41
H: -2.17 -0.73 -1.12
H: -0.55 -0.88 -0.89
C: 1.18 -0.69 1.03
O: 1.03 0.13 -0.07
C: 0.27 0.49 1.12
H: 0.82 -1.71 1.20
H: 2.19 -0.62 1.41
H: -0.80 0.15 1.07
H: 0.38 1.18 1.88
H: -3.08 6.92 -3.03

The charge is 0. The total energy is -211.461336 Eh. As for the gap between HOMO and LUMO: 10.815 eV. For the relative energy (zero: lowest compared OMol25 entry of this formula, charge and spin), the calculation gives 3.367 eV. As for the spin multiplicity: 1.

Mulliken population analysis, charges in e, atoms 1 to 4: atom 1 (N): -0.699, atom 2 (H): 0.197, atom 3 (H): 0.000, atom 4 (H): 0.214



Record 3
Computed, not measured: a 2-piece molecular cluster, C2H9NO overall at a distorted geometry, with ωB97M-V/def2-TZVPD.

Positions of all 13 atoms, in Å:
C: -0.32 0.50 1.50
O: -0.60 0.40 0.11
C: -1.38 -0.69 -0.34
H: 0.46 1.24 1.63
H: 0.02 -0.50 1.83
H: -1.23 0.73 2.05
H: -2.10 -0.41 -1.11
H: -1.85 -1.11 0.55
H: -0.71 -1.43 -0.80
N: 2.13 -0.08 -1.15
H: 2.17 0.78 -1.67
H: 2.10 -0.83 -1.84
H: 1.30 -0.10 -0.58

The charge is 0. The total energy is -211.553019 Eh. As for the gap between HOMO and LUMO: 10.518 eV. For the relative energy (zero: lowest compared OMol25 entry of this formula, charge and spin), the calculation gives 0.872 eV. As for the spin multiplicity: 1. The SMILES is COC.N.

Mulliken population analysis, charges in e, atoms 1 to 4: atom 1 (C): -0.684, atom 2 (O): -0.415, atom 3 (C): -0.598, atom 4 (H): 0.261



Record 4
Computed, not measured: a 2-piece molecular cluster, C2H9NO overall, with ωB97M-V/def2-TZVPD.

Positions of all 13 atoms, in Å:
C: 0.18 1.19 -0.78
O: -0.86 0.42 -0.23
C: -1.13 -0.73 -1.01
H: 0.36 2.01 -0.08
H: 1.09 0.59 -0.93
H: -0.12 1.61 -1.74
H: -1.19 -0.49 -2.07
H: -0.38 -1.50 -0.84
H: -2.10 -1.12 -0.68
N: 0.97 -0.78 2.03
H: 0.19 -0.16 1.84
H: 1.75 -0.42 1.49
H: 1.24 -0.62 3.00

The charge is 0. The total energy is -211.560877 Eh. As for the gap between HOMO and LUMO: 10.994 eV. For the relative energy (zero: lowest compared OMol25 entry of this formula, charge and spin), the calculation gives 0.658 eV. As for the spin multiplicity: 1. The SMILES is COC.N.

Mulliken population analysis, charges in e, atoms 1 to 4: atom 1 (C): -0.718, atom 2 (O): -0.336, atom 3 (C): -0.631, atom 4 (H): 0.241



Record 5
Computed, not measured: a 2-piece molecular cluster, C2H9NO overall at a distorted geometry, with ωB97M-V/def2-TZVPD.

Positions of all 13 atoms, in Å:
C: -1.69 0.17 0.71
N: -0.46 0.95 0.60
C: 0.61 0.12 1.19
H: -1.57 -0.59 -0.08
H: -2.59 0.77 0.50
H: -1.83 -0.35 1.68
H: -0.54 1.79 1.20
H: 0.66 -0.82 0.62
H: 0.37 -0.11 2.24
H: 1.60 0.61 1.15
O: 1.79 -0.73 -2.89
H: 2.13 -0.21 -3.65
H: 1.52 -1.59 -3.27

The charge is 0. The total energy is -211.561542 Eh. As for the gap between HOMO and LUMO: 9.832 eV. For the relative energy (zero: lowest compared OMol25 entry of this formula, charge and spin), the calculation gives 0.640 eV. As for the spin multiplicity: 1. The SMILES is CNC.O.

Mulliken population analysis, charges in e, atoms 1 to 4: atom 1 (C): -0.771, atom 2 (N): -0.409, atom 3 (C): -0.830, atom 4 (H): 0.267



Record 6
Computed, not measured: a 2-piece molecular cluster, C2H9NO2 overall at a distorted geometry, with ωB97M-V/def2-TZVPD.

Positions of all 14 atoms, in Å:
N: -1.96 -0.22 0.59
C: -0.79 0.59 0.57
C: -0.13 0.73 -0.78
O: 0.02 -0.63 -1.16
H: -2.71 0.31 0.13
H: -2.19 -0.23 1.59
H: -1.13 1.63 0.73
H: -0.02 0.37 1.34
H: 0.81 1.32 -0.78
H: -0.80 1.17 -1.54
H: -0.68 -1.04 -0.62
O: 3.52 -1.57 0.01
H: 2.61 -1.82 -0.29
H: 3.45 -0.61 0.22

The charge is 0. The total energy is -286.795804 Eh. As for the gap between HOMO and LUMO: 10.669 eV. For the relative energy (zero: lowest compared OMol25 entry of this formula, charge and spin), the calculation gives 0.615 eV. As for the spin multiplicity: 1. The SMILES is NCCO.O.

Mulliken population analysis, charges in e, atoms 1 to 4: atom 1 (N): -0.666, atom 2 (C): -0.421, atom 3 (C): -0.447, atom 4 (O): -0.559



Record 7
Computed, not measured: a 2-piece molecular cluster, C2H9NO2 overall at a distorted geometry, with ωB97M-V/def2-TZVPD.

Positions of all 14 atoms, in Å:
C: -0.46 -1.62 -0.16
O: -0.14 -1.20 1.15
C: 0.40 0.09 1.38
N: 1.68 0.36 0.67
H: -0.83 -2.65 -0.01
H: 0.40 -1.64 -0.84
H: -1.27 -1.02 -0.63
H: -0.43 0.76 1.08
H: 0.56 0.22 2.46
H: 2.09 1.25 0.95
H: 2.40 -0.35 0.83
O: -1.73 1.62 -2.31
H: -0.77 1.61 -2.09
H: -1.92 2.57 -2.49

The charge is 0. The total energy is -286.793875 Eh. As for the gap between HOMO and LUMO: 10.292 eV. For the relative energy (zero: lowest compared OMol25 entry of this formula, charge and spin), the calculation gives 0.667 eV. As for the spin multiplicity: 1. The SMILES is COCN.O.

Mulliken population analysis, charges in e, atoms 1 to 4: atom 1 (C): -0.580, atom 2 (O): -0.350, atom 3 (C): -0.227, atom 4 (N): -0.585



Record 8
Computed, not measured: a 3-piece molecular cluster, C2H9NO2 overall at a distorted geometry, with ωB97M-V/def2-TZVPD.

Positions of all 14 atoms, in Å:
C: 1.70 1.55 0.55
N: 1.42 0.60 -0.23
C: 2.11 -0.69 -0.28
H: 0.91 2.02 1.15
H: 2.61 2.17 0.53
H: 1.94 -1.11 0.70
H: 1.62 -1.30 -1.03
H: 3.20 -0.68 -0.43
O: -2.04 -0.80 1.43
H: -2.80 -1.18 1.89
H: -2.41 -0.32 0.68
O: -2.30 -0.22 -1.40
H: -1.94 0.12 -2.23
H: -1.60 -0.58 -0.85

The charge is 0. The total energy is -286.744985 Eh. As for the gap between HOMO and LUMO: 8.987 eV. For the relative energy (zero: lowest compared OMol25 entry of this formula, charge and spin), the calculation gives 1.997 eV. As for the spin multiplicity: 1. The SMILES is C=NC.O.O.

Mulliken population analysis, charges in e, atoms 1 to 4: atom 1 (C): -0.338, atom 2 (N): -0.284, atom 3 (C): -0.685, atom 4 (H): 0.238



Record 9
Computed, not measured: a 3-piece molecular cluster, C2H9NO2 overall at a distorted geometry, with ωB97M-V/def2-TZVPD.

Positions of all 14 atoms, in Å:
C: -0.01 -0.54 0.89
C: 0.99 0.34 1.31
N: 2.08 0.58 0.61
H: 0.05 -1.11 -0.02
H: -0.96 -0.46 1.42
H: 0.72 0.97 2.15
H: 2.17 0.12 -0.28
H: 2.92 0.94 1.06
H: -5.37 3.22 -1.68
H: -4.22 2.30 -2.30
O: -4.61 3.19 -2.26
H: 1.79 -2.67 0.30
H: 2.30 -3.47 -0.89
O: 2.09 -3.55 0.05

The expectation value of S² is 0.7636. The charge is +1. The total energy is -286.488359 Eh. As for the gap between HOMO and LUMO (alpha / beta): 8.937 / 5.359 eV. For the relative energy (zero: lowest compared OMol25 entry of this formula, charge and spin), the calculation gives 0.979 eV. As for the spin multiplicity: 2.

Mulliken population analysis, charges in e, atoms 1 to 4: atom 1 (C): -0.701, atom 2 (C): 0.410, atom 3 (N): -0.244, atom 4 (H): 0.341